one | Computed, not measured: a gas-phase ion, C5H12N2 (charge +2), with the ωB97M-V functional and the def2-TZVPD basis.

Bonds (Å) are listed after each position.
Atoms and positions in Å:
1 C 1.288 0.271 -1.434  C2 1.569, N7 1.630, H8 1.095, H9 1.087
2 C 1.116 -1.226 -0.998  C1 1.569, C3 1.518, H10 1.098, H11 1.067
3 C 0.505 -1.412 0.378  C2 1.518, C4 1.372, H12 1.095
4 C -0.629 -0.752 0.779  C3 1.372, N5 1.371, H13 1.080
5 N -1.178 0.421 0.329  C4 1.371, C6 1.552
6 C -2.476 0.626 1.154  N5 1.552, H14 1.111, H15 1.111, H16 1.124
7 N 1.227 1.314 -0.183  C1 1.630, H17 1.075, H18 1.146, H19 1.123
8 H 0.446 0.413 -2.120  C1 1.095
9 H 2.243 0.515 -1.893  C1 1.087
10 H 2.034 -1.830 -1.004  C2 1.098
11 H 0.531 -1.687 -1.761  C2 1.067
12 H 0.751 -2.137 1.161  C3 1.095
13 H -1.045 -1.188 1.675  C4 1.080
14 H -2.211 0.244 2.162  C6 1.111
15 H -2.860 1.668 1.113  C6 1.111
16 H -3.314 -0.009 0.756  C6 1.124
17 H 2.155 1.368 0.357  N7 1.075
18 H 0.194 1.117 0.272  N7 1.146
19 H 1.224 2.286 -0.745  N7 1.123

Summary:
HOMO in Ha: -0.77003
HOMO-LUMO gap in eV: 8.2462
Net charge: +2
Spin multiplicity: 1

natural (NBO) analysis output, partial charges in e: C -0.200; C -0.551; C 0.287; C -0.097; N -0.128; C -0.470; N -0.784; H 0.260; H 0.280; H 0.298; H 0.336; H 0.280; H 0.249; H 0.249; H 0.283; H 0.305; H 0.473; H 0.452; H 0.479

---

two | Computed, not measured: a gas-phase ion, C5H12N2 (charge +2), with the ωB97M-V functional and the def2-TZVPD basis.

Bonds (Å) are listed after each position.
Atoms and positions in Å:
1 C 2.824 -0.258 -2.092  N2 1.273, H8 1.083, H9 1.089
2 N 1.586 -0.530 -1.971  C1 1.273, C3 1.483, H10 1.019
3 C 0.782 -0.297 -0.746  N2 1.483, C4 1.349, H11 1.088
4 C -0.533 -0.045 -0.912  C3 1.349, C5 1.512, H12 1.085
5 C -1.582 -0.369 0.128  C4 1.512, C6 1.554, H13 1.108, H14 1.109
6 C -1.098 -0.335 1.604  C5 1.554, N7 1.571, H15 1.078, H16 1.092
7 N -1.025 1.139 2.141  C6 1.571, H17 1.021, H18 1.030, H19 1.020
8 H 3.373 -0.382 -3.018  C1 1.083
9 H 3.427 -0.082 -1.202  C1 1.089
10 H 1.057 -0.934 -2.743  N2 1.019
11 H 1.483 0.159 -0.050  C3 1.088
12 H -0.821 0.111 -1.946  C4 1.085
13 H -2.359 0.396 -0.068  C5 1.108
14 H -1.977 -1.405 0.086  C5 1.109
15 H -0.177 -0.792 1.932  C6 1.078
16 H -1.868 -0.782 2.236  C6 1.092
17 H -0.224 1.616 1.723  N7 1.021
18 H -0.957 1.329 3.151  N7 1.030
19 H -1.910 1.463 1.751  N7 1.020

Summary:
Structure (SMILES): C=[NH+]/C=C/CC[NH3+]
HOMO in Ha: -0.66919
HOMO-LUMO gap in eV: 9.4477
Net charge: +2
Spin multiplicity: 1

natural (NBO) analysis output, partial charges in e: C 0.153; N -0.414; C -0.070; C -0.116; C -0.477; C -0.217; N -0.688; H 0.261; H 0.233; H 0.453; H 0.225; H 0.245; H 0.251; H 0.305; H 0.246; H 0.256; H 0.436; H 0.469; H 0.449

---

Among the structures shown above, two is the most stable, with the second-best lying 3.413 eV higher.